1.
# C6H9N4O2S2

An isolated ion of composition C6H9N4O2S2 and charge +1 (ωB97M-V with the def2-TZVPD basis set, the OMol25 dataset).

Atoms and positions in Å:
N 1.322 0.444 0.250
N -1.621 0.256 0.511
O -2.904 -1.068 1.883
H 2.913 -1.583 1.259
H 1.871 0.242 1.041
C -1.786 0.799 -0.628
N 0.638 2.454 1.201
H 0.951 2.153 2.151
N 1.381 -0.506 -0.714
C 2.526 -2.302 0.524
H -2.857 0.424 -2.338
H 1.824 -2.806 1.166
H 0.468 3.493 1.083
C -3.092 0.746 -1.386
H 3.393 -2.927 0.234
C -2.722 -0.338 0.994
H -3.543 1.728 -1.457
S -0.407 1.744 -1.251
O 2.054 -2.252 -1.830
H 1.067 -0.188 -1.699
C 0.640 1.586 0.163
C 1.976 -1.740 -0.758
S -4.095 -0.357 -0.398

Output
Kohn-Sham gap: 7.759 eV
Multiplicity: 1
Net charge: +1



2.
# C15H25N2O8

A 3-piece molecular cluster, C15H25N2O8 overall (ωB97M-V with the def2-TZVPD basis set, the OMol25 dataset).

Atoms and positions in Å:
H -0.172 -2.293 2.945
H 4.097 2.295 1.197
C -4.649 -4.179 3.001
C 3.721 -1.583 0.492
C 2.982 -0.756 1.500
N 0.388 0.960 0.927
C -0.257 3.109 -6.757
H -2.443 2.723 -2.442
C -2.373 -3.726 2.883
H -1.213 3.434 -1.371
H 2.385 0.581 -0.637
H 0.687 2.919 -7.257
H -4.546 -4.821 3.872
H 2.973 -2.157 -0.042
H 4.288 -1.019 -0.237
H -2.121 4.475 -2.481
O -2.158 3.504 -4.939
H 0.856 2.837 0.144
O -1.324 -3.786 2.060
O 3.415 0.479 1.840
H 4.636 0.965 0.206
C -1.331 -0.987 1.497
C -0.094 -3.334 2.641
H 2.839 2.231 -0.917
H -0.903 -0.439 3.525
C -1.031 3.308 -4.578
H -2.019 -1.767 1.783
N 0.157 0.724 2.201
C -1.079 -0.704 0.172
H -5.424 -4.569 2.349
H -4.906 -3.168 3.313
C -0.700 -0.236 2.488
O -2.355 -3.308 4.011
H 0.077 0.607 -1.099
H -1.539 -1.244 -0.637
C 1.382 2.037 0.653
O 1.982 -1.149 2.014
O -3.440 -4.179 2.230
C -1.674 3.491 -2.356
C 2.587 1.523 -0.132
H -0.973 2.332 -7.013
H 0.183 -3.948 3.495
O -0.627 3.267 -3.297
H -0.640 4.083 -7.054
H 1.685 2.424 1.617
O 0.025 3.089 -5.349
C 3.791 1.346 0.774
H 4.371 -2.296 0.988
H 0.663 -3.422 1.870
C -0.180 0.327 -0.092

Output
Kohn-Sham gap: 8.887 eV
Multiplicity: 1
Net charge: +1



3.
# C23H24N2O5S

An isolated molecule of C23H24N2O5S (ωB97M-V with the def2-TZVPD basis set, the OMol25 dataset).

Atoms and positions in Å:
H 0.798 4.689 0.471
O -3.834 -2.830 -1.372
C 2.696 1.948 1.454
C -2.666 2.383 -0.828
N 3.658 1.201 2.070
H -5.378 -3.574 -0.254
H -3.722 3.708 1.297
C 1.962 -2.500 -0.217
H 0.527 -1.290 -2.472
C 0.377 -1.486 1.283
H -5.242 -4.232 -1.903
C -1.416 0.717 -2.042
C -2.612 1.340 -1.749
C -0.292 2.128 -0.455
C 0.903 2.497 0.303
H -3.524 1.025 -2.230
C 0.640 -2.294 0.181
H -3.551 -4.934 0.531
C -3.761 -5.044 -0.533
C -3.998 4.014 0.282
H 4.416 1.711 2.509
O -0.309 -2.919 -0.568
C 2.990 -1.840 0.419
H -2.073 -2.916 -2.415
C -4.675 -3.918 -1.016
C -1.498 2.765 -0.183
H -1.593 -5.165 -0.897
O 0.989 0.577 -1.683
S 2.702 3.712 1.652
C 2.720 -0.961 1.462
H -1.993 -3.016 0.640
O -3.893 2.947 -0.627
C 1.413 -0.825 1.913
C -0.235 1.102 -1.412
H 1.198 -0.196 2.763
C -1.668 -2.618 -0.330
O 4.855 -0.644 2.491
N 1.734 1.512 0.738
H 2.153 -3.163 -1.046
H -0.630 -1.347 1.640
H -1.415 -0.079 -2.769
H 0.765 0.018 -3.668
C -2.502 -4.790 -1.359
H -1.840 -1.533 -0.345
H -5.046 4.310 0.270
C 1.265 3.752 0.696
H -2.605 -5.230 -2.351
C -2.488 -3.261 -1.460
H 4.010 -1.977 0.093
H -3.379 4.864 -0.022
C 3.830 -0.177 2.050
H -1.501 3.546 0.561
H 2.154 -0.633 -2.757
C 1.095 -0.384 -2.703
H -4.193 -6.026 -0.706

Output
Kohn-Sham gap: 8.320 eV
Multiplicity: 1
Net charge: 0



4.
# C7H14Cl2ORu

C7H14Cl2ORu as an isolated structure (ωB97M-V with the def2-TZVPD basis set, the OMol25 dataset).

Atoms and positions in Å:
C -1.926 0.539 0.829
Cl 0.369 2.742 1.484
H 2.110 -0.425 -2.453
H -2.238 -0.574 0.883
H -1.476 -1.348 3.102
H 3.314 -2.362 0.671
C 0.612 0.612 -1.358
C -0.854 0.976 -1.649
Cl -1.953 1.491 4.129
C 1.998 -1.817 -0.871
H -0.928 -0.299 4.094
O -0.628 -0.938 3.369
Ru -0.803 0.961 2.201
H -2.743 0.120 -1.099
H -0.816 2.028 -1.982
H 0.583 -1.336 -2.376
H 1.149 1.328 -2.015
C -2.045 0.857 -0.669
H 1.461 -2.780 -0.900
H -2.615 1.789 -0.728
C 2.929 -1.562 0.028
C 1.309 -0.766 -1.780
H -1.158 0.431 -2.550
H 3.491 -0.625 -0.013
H 0.857 0.959 -0.347

Output
Kohn-Sham gap (spin up / spin down): 5.123 / 7.567 eV
Multiplicity: 6
Net charge: -1



Largest force on an atom per entry: 0.0971 0.0231 0.0283 0.1233 Eh/bohr